Record 1
Here is C27H20N15O2Rh as an isolated structure from the OMol25 dataset. Energies are from wB97M-V/def2-TZVPD.

Geometry as XYZ:
```
65
Properties=species:S:1:pos:R:3:forces:R:3:nbo_charge:R:1
Rh 1.171 -1.781 0.064 0.643 1.637 0.854 1.08
O 5.637 0.966 -1.522 -0.046 -0.040 -0.031 -0.67
C 4.702 1.398 -2.390 -0.008 0.064 0.063 0.35
C 5.122 2.251 -3.410 0.041 0.034 -0.022 -0.27
C 4.211 2.771 -4.306 -0.012 -0.018 -0.003 -0.17
C 2.857 2.454 -4.212 0.001 0.014 -0.006 -0.25
C 2.444 1.572 -3.235 0.020 0.001 -0.029 -0.17
C 3.351 1.029 -2.324 -0.039 -0.139 -0.004 -0.17
C 2.849 0.067 -1.320 0.062 0.054 -0.147 0.61
O 1.856 -0.670 -1.631 -0.355 -0.623 -0.152 -0.66
N 3.466 0.047 -0.143 -0.243 -0.114 -0.043 -0.47
N 2.780 -0.760 0.696 0.138 -0.195 -0.535 -0.15
C 3.269 -1.144 1.805 -0.083 -0.023 0.547 0.06
C 2.390 -1.990 2.611 0.190 0.079 -0.041 0.18
C 2.787 -2.586 3.790 0.078 -0.065 0.198 -0.21
C 1.910 -3.437 4.445 0.104 0.026 0.020 -0.12
C 0.644 -3.645 3.923 -0.012 0.092 0.127 -0.25
C 0.305 -3.007 2.746 -0.173 0.169 -0.076 0.09
N 1.154 -2.201 2.107 -0.215 -0.881 -0.584 -0.41
H 5.189 0.487 -0.800 0.005 0.022 0.026 0.51
H 6.174 2.498 -3.465 -0.021 0.001 0.000 0.23
H 4.554 3.436 -5.088 0.007 0.008 0.033 0.22
H 2.144 2.891 -4.897 0.003 -0.040 -0.006 0.21
H 1.401 1.298 -3.142 0.028 -0.052 -0.057 0.22
H 4.282 -0.889 2.089 -0.075 0.085 0.140 0.23
H 3.787 -2.407 4.160 -0.026 -0.031 0.020 0.24
H 2.217 -3.942 5.351 -0.001 0.025 0.002 0.23
H -0.070 -4.289 4.415 -0.002 -0.013 -0.048 0.24
H -0.671 -3.127 2.293 0.059 -0.069 -0.097 0.24
N 0.662 -5.134 -0.348 -0.012 0.180 0.126 -0.60
C -0.427 -4.306 -0.497 0.151 -0.214 -0.177 0.45
N -1.648 -4.734 -0.741 -0.263 0.087 -0.009 -0.37
N -2.392 -3.607 -0.825 0.156 -0.166 0.072 -0.07
N -1.668 -2.565 -0.642 0.120 -0.123 0.034 -0.14
N -0.388 -2.980 -0.428 -0.069 0.309 -0.159 -0.43
C 1.957 -4.697 -0.189 -0.203 -0.083 0.000 0.45
N 2.997 -5.497 -0.101 0.284 -0.010 0.020 -0.37
N 4.053 -4.665 0.071 -0.217 -0.067 -0.023 -0.07
N 3.675 -3.441 0.087 -0.176 -0.108 -0.034 -0.14
N 2.322 -3.423 -0.079 0.274 0.229 -0.126 -0.40
H 0.508 -6.125 -0.410 0.007 -0.036 -0.057 0.44
N -4.351 2.605 -0.731 -0.031 0.016 -0.059 -0.54
C -5.320 3.483 -0.294 -0.011 -0.007 -0.071 0.17
C -6.507 3.940 -0.864 0.055 -0.033 -0.022 -0.26
C -7.247 4.832 -0.117 0.011 0.014 0.039 -0.20
C -6.820 5.262 1.154 0.000 0.004 -0.018 -0.22
C -5.645 4.805 1.710 0.015 -0.014 -0.004 -0.19
C -4.888 3.894 0.971 0.091 -0.027 0.116 0.06
N -3.697 3.263 1.296 -0.079 0.095 0.053 -0.43
C -3.419 2.513 0.269 0.085 -0.055 -0.033 0.35
C -2.251 1.625 0.191 -0.099 0.063 -0.044 0.00
C -1.822 1.050 -0.996 0.017 0.050 -0.038 -0.23
C -0.771 0.156 -0.978 -0.031 0.078 0.023 0.11
N -0.130 -0.166 0.150 -0.188 0.001 0.074 -0.43
C -0.509 0.425 1.290 0.086 -0.034 0.048 0.06
C -1.551 1.320 1.353 -0.019 0.043 0.093 -0.21
H -4.371 2.070 -1.580 -0.018 -0.034 0.003 0.42
H -6.834 3.613 -1.843 -0.008 0.004 0.017 0.22
H -8.179 5.210 -0.516 0.014 0.004 0.002 0.22
H -7.433 5.966 1.701 0.006 -0.013 -0.011 0.22
H -5.309 5.132 2.685 -0.019 -0.008 -0.014 0.23
H -2.287 1.282 -1.945 -0.007 -0.051 0.020 0.22
H -0.427 -0.319 -1.883 0.001 -0.066 0.017 0.24
H 0.044 0.151 2.178 -0.002 -0.006 -0.003 0.21
H -1.841 1.775 2.290 0.010 -0.034 -0.005 0.26
```
Forces are in eV/Å.

Properties
highest occupied orbital energy: -8.23 eV
calculated total energy: -2123.32300 Ha
relative energy (zero: lowest compared OMol25 entry of this formula, charge and spin): 37.7 kJ/mol

---

Record 2
Here is C4H6N4 as an isolated structure from the OMol25 dataset. Energies are from wB97M-V/def2-TZVPD.

Geometry as XYZ:
```
14
Properties=species:S:1:pos:R:3:forces:R:3:nbo_charge:R:1
C 0.660 -1.651 1.773 0.161 -0.274 0.104 0.23
C -1.401 1.144 1.279 0.185 -0.156 -0.246 0.17
C -0.093 -0.464 1.830 -1.468 0.701 -0.258 0.16
C -0.365 -0.028 -0.668 0.217 -0.198 -0.577 -0.41
N 1.261 -2.624 1.735 0.212 -0.349 -0.106 -0.25
N -1.380 1.071 2.581 -0.712 0.968 0.019 -0.26
N -0.585 0.072 2.926 0.959 -1.029 0.412 -0.20
N -0.617 0.187 0.730 0.006 -0.068 0.821 -0.32
H -1.959 1.854 0.701 -0.081 0.111 -0.121 0.21
H 2.427 0.441 0.791 -1.262 -0.643 -0.171 0.05
H 1.727 0.084 0.732 1.972 0.958 0.050 -0.05
H -0.409 -1.094 -0.900 -0.047 0.113 0.011 0.23
H -1.118 0.505 -1.248 0.012 -0.099 0.051 0.23
H 0.623 0.348 -0.947 -0.153 -0.035 0.011 0.23
```
Forces are in eV/Å.

Properties
highest occupied orbital energy: -10.26 eV
calculated total energy: -374.96779 Ha
relative energy (zero: lowest compared OMol25 entry of this formula, charge and spin): 245.7 kJ/mol

---

Record 3
Here is a single C7H14N2 molecule from the OMol25 dataset. Energies are from wB97M-V/def2-TZVPD.

Geometry as XYZ:
```
23
Properties=species:S:1:pos:R:3:forces:R:3:nbo_charge:R:1
C -0.337 -2.205 -0.230 0.009 -0.021 0.144 -0.65
C -1.645 1.252 0.692 0.242 0.155 0.035 -0.64
C 0.712 -0.005 -2.502 0.051 0.075 -0.088 -0.64
C -0.190 -0.708 -0.172 0.132 0.081 0.433 -0.12
C -0.663 0.124 0.885 -0.157 -0.555 -0.051 0.23
C 0.574 0.094 -1.012 -0.107 0.475 0.231 -0.08
N -0.624 -0.336 2.195 -0.027 0.150 -0.366 -0.83
N 2.044 1.051 0.762 -0.120 0.013 -0.104 -0.81
C 1.055 1.189 -0.245 0.088 -0.303 -0.417 -0.01
H -1.324 -0.026 2.852 0.086 -0.151 -0.066 0.38
H -0.207 -1.238 2.366 -0.105 0.080 0.070 0.39
H 2.016 1.764 1.484 -0.123 -0.238 -0.019 0.36
H 2.063 0.114 1.149 -0.028 0.179 0.141 0.36
H 1.105 2.182 -0.701 0.081 0.027 -0.032 0.17
H -1.331 -2.530 0.088 0.028 -0.014 -0.005 0.21
H 0.397 -2.730 0.394 -0.019 0.006 -0.015 0.20
H -0.171 -2.559 -1.250 -0.020 0.059 0.020 0.22
H -1.419 2.105 1.340 -0.023 0.005 -0.003 0.20
H -1.643 1.596 -0.338 -0.002 -0.042 0.007 0.23
H -2.660 0.914 0.947 0.089 -0.035 -0.001 0.19
H 1.753 -0.148 -2.809 -0.054 0.020 0.027 0.21
H 0.125 -0.824 -2.924 -0.040 0.045 0.079 0.21
H 0.370 0.925 -2.970 0.019 -0.011 -0.019 0.22
```
Forces are in eV/Å.

Properties
highest occupied orbital energy: -6.31 eV
calculated total energy: -384.54112 Ha
relative energy (zero: lowest compared OMol25 entry of this formula, charge and spin): 238.3 kJ/mol
SMILES: CC(=C/N)/C(C)=C(\C)N

---

Record 4
Here is a 3-piece molecular cluster, C21H47N4O8P2S overall from the OMol25 dataset. Energies are from wB97M-V/def2-TZVPD.

Geometry as XYZ:
```
83
Properties=species:S:1:pos:R:3:forces:R:3:lowdin_charge:R:1
C -3.736 -5.267 -7.207 0.299 0.382 0.619 -0.07
C -2.675 -5.440 -6.079 0.150 -0.134 -1.582 -0.40
C -1.482 -6.198 -6.717 0.091 0.329 0.531 -0.06
C -2.263 -4.027 -5.645 -0.433 -0.399 0.580 -0.14
C -1.683 -3.915 -4.231 0.075 0.014 -0.235 -0.29
C -2.518 -4.616 -3.172 -0.094 0.151 0.318 -0.11
C -1.982 -4.375 -1.749 -0.517 -0.093 0.182 -0.10
N -1.162 -3.151 -1.607 0.497 -0.417 -0.527 -0.05
N 0.243 -3.448 -1.379 -0.434 0.846 -0.305 0.10
C 1.008 -3.073 -2.270 0.684 -1.142 -0.020 -0.78
S 2.058 -2.933 -3.401 -0.112 0.479 0.213 0.87
C -1.396 -2.189 -2.585 0.104 0.673 0.226 -0.36
N -1.361 -0.939 -2.201 -0.097 0.269 -0.091 0.28
N -1.688 -2.449 -3.896 -1.064 -1.246 1.382 0.14
H -4.743 -5.167 -6.797 -0.023 -0.130 -0.130 0.08
H -3.672 -6.071 -7.936 -0.278 -0.071 0.091 0.08
H -3.502 -4.325 -7.713 -0.099 -0.165 -0.260 0.08
H -3.117 -6.046 -5.290 0.091 0.211 0.187 0.11
H -1.540 -7.269 -6.524 -0.020 0.002 -0.187 0.08
H -1.484 -6.012 -7.791 0.102 -0.136 0.012 0.08
H -0.517 -5.842 -6.342 -0.036 -0.116 0.106 0.07
H -1.576 -3.615 -6.387 0.023 0.033 0.093 0.14
H -3.170 -3.406 -5.674 0.082 0.045 0.088 0.12
H -0.646 -4.258 -4.187 -0.011 0.064 -0.102 0.13
H -2.609 -5.688 -3.327 0.074 0.051 -0.130 0.12
H -3.529 -4.191 -3.218 -0.017 -0.172 -0.163 0.13
H -2.844 -4.256 -1.090 0.136 0.059 0.091 0.13
H -1.428 -5.223 -1.353 0.312 0.172 -0.191 0.13
H -1.081 -0.664 -1.268 -0.285 -0.233 0.138 0.13
H -1.678 -0.216 -2.834 0.500 0.085 -0.112 0.16
H -2.662 -2.161 -4.032 0.315 0.650 -0.739 0.16
O -0.086 -1.827 4.399 2.223 -2.398 -0.458 -0.20
P 0.990 -0.939 3.896 -2.981 5.935 0.090 0.54
O 1.079 0.221 5.021 0.415 -0.426 -0.205 -0.22
C 1.585 -0.099 6.325 0.145 -0.045 0.283 -0.27
C 3.096 -0.238 6.338 0.001 -0.065 -0.186 -0.08
O 0.222 -0.106 2.712 0.409 -0.516 -0.315 -0.23
C -0.954 -0.614 2.098 -0.299 0.039 0.155 -0.31
C -2.195 0.012 2.698 -0.065 0.205 0.004 -0.06
O 2.450 -0.566 3.267 0.099 -2.882 0.783 -0.19
C 3.065 -1.498 2.348 0.082 0.050 -0.410 -0.25
C 2.362 -1.474 1.004 -0.211 -0.099 -0.119 -0.08
H 1.107 -1.010 6.693 -0.063 0.027 -0.041 0.11
H 1.283 0.719 6.978 -0.090 0.049 -0.116 0.12
H 3.417 -1.112 5.767 0.021 -0.016 0.065 0.07
H 3.460 -0.348 7.359 -0.041 0.002 0.010 0.08
H 3.567 0.634 5.885 -0.009 0.037 0.058 0.08
H -0.991 -1.703 2.163 0.008 0.008 0.125 0.10
H -0.890 -0.355 1.033 0.121 0.075 0.025 0.09
H -2.207 -0.095 3.781 0.048 -0.186 -0.016 0.08
H -3.098 -0.448 2.291 0.004 0.001 0.002 0.08
H -2.223 1.081 2.481 0.001 -0.011 -0.041 0.08
H 3.067 -2.502 2.777 0.015 0.014 0.019 0.12
H 4.102 -1.191 2.233 -0.040 0.148 0.160 0.12
H 1.373 -1.935 1.067 0.025 -0.028 -0.013 0.05
H 2.938 -2.025 0.258 0.064 -0.004 0.059 0.08
H 2.225 -0.448 0.664 0.094 0.019 0.018 0.09
O 1.302 4.305 0.322 2.856 0.015 0.593 -0.23
P 1.199 5.124 1.553 -5.721 1.450 0.508 0.50
O 0.306 4.305 2.610 0.674 0.103 -0.073 -0.19
C 0.827 3.087 3.167 0.135 -0.205 0.243 -0.27
C 1.870 3.352 4.236 0.125 0.191 -0.071 -0.06
O 0.130 6.280 1.130 0.467 0.042 -0.007 -0.21
C -0.172 6.546 -0.237 -0.249 -0.048 -0.147 -0.30
C -1.457 5.858 -0.650 -0.169 -0.054 0.064 -0.08
O 1.917 6.098 2.632 1.940 -1.518 -1.190 -0.19
C 3.086 6.851 2.227 0.180 0.361 -0.025 -0.25
C 2.745 7.995 1.292 -0.164 -0.111 -0.170 -0.07
H 1.235 2.459 2.370 -0.055 0.017 -0.027 0.11
H -0.020 2.559 3.599 -0.065 0.070 -0.065 0.11
H 2.772 3.795 3.806 0.005 -0.035 0.021 0.07
H 2.148 2.423 4.729 -0.051 -0.038 -0.049 0.05
H 1.489 4.053 4.978 -0.044 -0.035 0.010 0.09
H 0.655 6.256 -0.886 0.000 -0.136 0.058 0.10
H -0.289 7.628 -0.330 0.016 0.007 0.122 0.12
H -1.426 4.792 -0.422 0.166 -0.013 -0.059 0.07
H -1.636 5.985 -1.720 0.000 0.029 0.008 0.07
H -2.304 6.276 -0.105 0.010 0.039 -0.022 0.08
H 3.816 6.180 1.769 -0.002 -0.022 0.039 0.12
H 3.527 7.239 3.144 -0.123 -0.113 0.094 0.12
H 2.461 7.627 0.304 0.014 0.016 0.001 0.07
H 3.607 8.650 1.167 0.024 -0.030 0.054 0.08
H 1.908 8.574 1.680 0.044 0.022 0.069 0.09
```
Forces are in eV/Å.

Properties
highest occupied orbital energy: -11.64 eV
calculated total energy: -2730.01151 Ha
net charge: +1